{"formula": "C26H84O16", "method": "wB97M-V/def2-TZVPD", "species": ["C", "C", "C", "O", "H", "H", "H", "H", "H", "H", "H", "H", "C", "C", "C", "O", "H", "H", "H", "H", "H", "H", "H", "H", "C", "C", "C", "O", "H", "H", "H", "H", "H", "H", "H", "H", "C", "C", "C", "O", "H", "H", "H", "H", "H", "H", "H", "H", "C", "C", "C", "O", "H", "H", "H", "H", "H", "H", "H", "H", "C", "O", "H", "H", "H", "H", "C", "O", "H", "H", "H", "H", "C", "O", "H", "H", "H", "H", "C", "O", "H", "H", "H", "H", "C", "O", "H", "H", "H", "H", "C", "O", "H", "H", "H", "H", "C", "O", "H", "H", "H", "H", "C", "O", "H", "H", "H", "H", "C", "O", "H", "H", "H", "H", "C", "O", "H", "H", "H", "H", "C", "O", "H", "H", "H", "H"], "positions_angstrom": [[-0.8419, 3.4460, -3.6078], [-0.0003, 2.8380, -2.4961], [1.4190, 3.4406, -2.5803], [-0.6677, 3.1668, -1.2570], [-0.7826, 4.5314, -3.5043], [-1.8498, 3.1432, -3.4955], [-0.4089, 3.1727, -4.6103], [0.1932, 1.7533, -2.5938], [1.9232, 3.2553, -3.5196], [2.0656, 3.1582, -1.7290], [1.2540, 4.4905, -2.5332], [-0.0474, 3.2498, -0.4749], [-3.2174, 2.7647, 0.9836], [-4.1427, 2.9590, -0.2294], [-4.5827, 4.3876, -0.3973], [-3.4326, 2.5711, -1.3962], [-2.9602, 1.6927, 1.1289], [-3.6968, 3.1451, 1.8842], [-2.3131, 3.3233, 0.7631], [-5.0200, 2.2882, -0.1425], [-5.1788, 4.8031, 0.4356], [-5.2186, 4.6091, -1.2538], [-3.6948, 5.0189, -0.4323], [-2.5563, 2.8450, -1.2787], [4.6146, 2.7895, 2.2777], [4.8882, 1.7938, 1.1613], [4.1461, 2.1084, -0.1498], [6.3200, 1.7588, 1.0251], [4.8458, 3.8261, 1.9219], [5.2596, 2.6004, 3.1442], [3.5180, 2.8459, 2.5216], [4.6039, 0.7759, 1.4862], [3.1218, 2.2684, 0.0796], [4.2581, 1.3689, -0.9205], [4.5378, 3.0578, -0.5333], [6.7180, 1.0325, 1.4823], [0.4154, -1.3893, 4.4288], [1.6520, -1.0069, 3.6439], [2.6628, -0.3893, 4.5286], [2.1446, -2.0955, 2.8140], [0.5766, -2.2985, 5.0508], [-0.4373, -1.5637, 3.7694], [0.1069, -0.5474, 5.0201], [1.2993, -0.3420, 2.9044], [2.9277, -1.1201, 5.2835], [2.2004, 0.5002, 5.0088], [3.4922, -0.0670, 3.9226], [2.2388, -2.8725, 3.3892], [-0.8060, -0.8182, -0.9610], [0.3314, -0.8596, 0.0178], [0.8313, 0.5142, 0.3370], [-0.2285, -1.5308, 1.1170], [-0.4895, -0.4234, -1.9339], [-1.6524, -0.2537, -0.5270], [-1.1338, -1.8282, -1.1873], [1.1590, -1.4357, -0.3464], [0.0732, 1.1268, 0.8135], [1.1532, 1.0133, -0.5916], [1.6785, 0.5791, 1.0473], [0.4500, -2.0205, 1.5834], [-3.4547, -1.2061, 3.3176], [-2.5057, -0.4446, 2.6249], [-3.0637, -1.6448, 4.3082], [-4.2775, -0.5648, 3.5695], [-3.8813, -1.9842, 2.7065], [-2.0906, -0.9480, 1.9252], [-3.3303, 0.3978, -3.4914], [-3.1404, -0.6180, -4.4770], [-3.4160, 1.3802, -3.9413], [-4.2976, 0.1450, -3.0072], [-2.4745, 0.3215, -2.8024], [-3.6303, -0.3698, -5.2756], [1.5831, 4.9428, 0.8516], [1.0505, 3.6191, 0.9512], [2.6217, 4.9742, 1.2603], [1.6716, 5.2853, -0.1968], [1.0296, 5.7434, 1.3839], [1.0411, 3.4062, 1.8826], [0.1691, -4.2806, -2.1921], [-0.7984, -5.2802, -1.8688], [0.3981, -3.8031, -1.2455], [1.0316, -4.8530, -2.5171], [-0.0549, -3.4997, -2.9127], [-1.4131, -4.8453, -1.2739], [3.6024, -3.2216, -1.9197], [3.0040, -2.0405, -1.4157], [3.7024, -3.9778, -1.1998], [2.9805, -3.5930, -2.7380], [4.5557, -2.9696, -2.3147], [3.3754, -1.6814, -0.5983], [-0.5744, 2.5463, 3.8055], [0.8358, 2.3995, 3.4343], [-0.9909, 3.3577, 3.1960], [-1.2099, 1.6477, 3.5801], [-0.6600, 2.8173, 4.8443], [1.4241, 2.4675, 4.1815], [5.0375, -2.8965, 1.6400], [4.2753, -1.8180, 1.1621], [5.1467, -2.7861, 2.7453], [4.6826, -3.8685, 1.2962], [5.9949, -2.7099, 1.1749], [3.4687, -1.8369, 1.7301], [-3.6447, -4.5611, -3.3936], [-3.5294, -3.1858, -3.1215], [-2.8859, -4.8183, -4.0955], [-3.5139, -5.1162, -2.5010], [-4.6366, -4.7767, -3.8429], [-3.3735, -2.7599, -3.9535], [-4.9363, -1.0126, -0.3694], [-4.5809, -2.3950, -0.3187], [-5.2715, -0.7489, 0.6262], [-3.9911, -0.4913, -0.6088], [-5.6910, -0.8064, -1.1262], [-4.3643, -2.5429, -1.2298], [-1.9267, -5.3858, 1.1387], [-1.9116, -4.1847, 0.3421], [-1.0248, -5.9791, 0.8232], [-1.7892, -5.1579, 2.2060], [-2.8740, -5.9678, 0.9925], [-2.7891, -3.7878, 0.2630], [1.8454, -0.0905, -4.3850], [1.7565, -0.0113, -2.9679], [0.9078, -0.4249, -4.8859], [2.0858, 0.8457, -4.8120], [2.6572, -0.8271, -4.6338], [2.3435, -0.6745, -2.6225]], "forces_ev_per_a": [[1.588, -0.201, -0.532], [1.272, -0.081, 0.033], [-0.482, -0.167, 1.033], [0.910, 0.077, 0.354], [-0.114, 0.017, -0.053], [-1.094, -0.341, -0.221], [-0.623, 0.135, 0.884], [-0.868, 0.224, 0.101], [0.013, -0.423, -0.185], [-0.304, -0.093, -0.471], [0.190, 1.228, 0.134], [-0.571, -0.327, -1.106], [-0.545, -0.541, -0.352], [-0.099, -0.652, 0.130], [-0.551, 1.255, 0.840], [-2.585, -1.019, -0.419], [-0.165, 0.671, -0.096], [0.098, 0.030, 0.154], [0.283, 0.133, 0.263], [0.340, 0.238, -0.095], [0.260, -0.516, 0.114], [0.309, -0.453, -0.368], [0.103, 0.100, -0.270], [2.587, 0.651, 0.162], [-1.086, 1.276, -0.444], [0.213, -1.095, 0.573], [1.668, 0.881, 0.794], [-0.126, 1.006, -1.349], [0.083, -0.762, 0.173], [-0.434, -0.090, -0.087], [0.929, -0.355, 0.114], [-0.249, 0.349, -0.053], [-1.016, -0.011, 0.160], [0.081, -0.516, -0.182], [-0.010, -0.058, -0.075], [-0.084, -0.662, 0.391], [-0.288, -1.208, -0.358], [-1.370, -0.579, -0.240], [-0.053, 0.543, 0.152], [-0.052, -0.349, 1.038], [-0.067, 0.632, -0.111], [0.149, -0.222, -0.100], [0.008, 0.292, 0.623], [-0.121, 1.170, -0.739], [0.470, 0.079, 0.342], [0.410, -0.613, -0.167], [0.686, 0.119, 0.095], [0.028, 0.123, -0.276], [-0.154, 0.081, -0.982], [-0.312, 0.156, -0.348], [0.713, 1.048, 0.319], [-0.440, -0.286, 1.322], [-0.121, 0.364, 0.322], [0.354, -0.066, -0.310], [-0.207, -0.225, 0.225], [0.274, -0.452, -0.526], [-0.469, 0.088, -0.101], [-0.118, -0.164, 0.298], [-0.112, -0.442, -0.380], [0.227, -0.104, 0.147], [0.385, -0.535, 1.247], [0.059, 0.575, 0.287], [-0.323, 0.466, -1.405], [-0.437, 0.480, 0.298], [0.017, -0.582, -0.220], [0.478, -0.400, -0.234], [-0.704, -0.894, 0.331], [0.180, -0.141, -1.070], [0.208, 0.216, 0.077], [0.688, 0.553, 0.287], [-0.604, 0.272, -0.177], [0.226, -0.106, 0.387], [1.109, 0.729, 0.017], [0.096, 1.365, -0.895], [-0.586, -0.116, -0.226], [-0.292, -0.614, 0.398], [-0.177, -0.701, -0.110], [-0.083, -0.660, 0.722], [0.377, -1.004, 1.149], [-0.018, 0.241, -1.225], [0.490, 0.488, 0.071], [0.292, 0.212, -0.201], [-0.644, -0.129, -0.346], [-0.306, 0.132, 0.415], [-0.565, 1.265, -0.617], [-0.876, 0.349, -0.531], [0.067, -1.104, 1.180], [-0.015, 0.124, 0.174], [1.102, -0.032, -0.453], [0.635, -0.659, 0.091], [0.003, -0.243, -0.753], [-1.088, -0.218, -0.473], [0.152, -0.079, 0.154], [1.043, 0.452, 0.194], [-0.077, 0.028, 0.409], [-0.094, 0.078, 0.456], [0.889, 0.753, 0.219], [-1.413, 0.254, 0.310], [-0.028, -0.623, -0.664], [-0.206, -0.122, 0.337], [0.615, -0.453, 0.170], [0.234, 0.327, -0.513], [-1.142, 0.428, -0.942], [-0.216, 0.063, 1.096], [0.647, -0.675, -0.496], [0.102, -0.522, 0.836], [0.373, -0.120, 0.274], [0.154, 0.988, -0.454], [1.297, -0.085, 0.420], [-0.559, 0.041, 0.345], [-0.176, 0.311, 0.036], [-0.678, 0.464, 0.119], [-0.142, 0.024, 0.046], [0.526, -0.918, -1.046], [0.227, -0.214, -0.405], [-0.092, -0.498, 0.228], [-1.063, 0.417, 0.142], [-0.234, 0.065, -0.218], [0.907, 0.372, 0.107], [-0.097, 0.051, 0.273], [0.183, -1.971, 0.061], [-0.622, 0.729, -0.814], [0.383, 0.018, 0.625], [0.435, 1.191, -0.345], [-0.711, 0.675, -0.168], [0.329, -0.670, 0.722]], "e_homo_ev": -9.44, "e_tot_ha": -2244.642142, "orbital_gap_ev": 9.66, "de_lowest_ev": 0.801, "lumo_energy_ev": 0.23}